1.
Here is a cluster of 2 separate species, C7H12NOS in total in a non-equilibrium geometry from OMol25. Energies are from ωB97M-V with the def2-TZVPD basis set.

Results
Gap between HOMO and LUMO (alpha / beta): 5.18 / 5.18 eV
HOMO level (alpha / beta): -2.0 / -2.0 eV
Charge: -1
LUMO (alpha / beta): 3.200 / 3.199 eV
DFT total energy: -802.00002 Ha

Each line ends with the natural charge from an NBO analysis.
Positions of all 22 atoms, in Å:
C: 2.5121 -0.0100 -0.7001  0.4401
C: -0.6674 -2.6461 -0.0404  -0.5062
C: 0.7409 -2.2989 0.3269  -0.4479
C: -0.2725 -1.1441 0.4546  0.0124
C: -1.0476 1.9042 -1.2401  -0.6155
C: -0.2486 1.9356 1.1127  -0.6432
C: -0.8778 1.1350 0.0145  -0.0240
N: -0.2531 -0.1048 -0.4264  -0.7631
O: 2.6973 0.1836 -1.8790  -0.5331
S: 3.0165 -0.1438 0.7947  -0.1064
H: -1.0812 -2.7377 -0.9967  0.1967
H: -1.0448 -3.4172 0.5049  0.1771
H: 1.2192 -2.8435 1.1918  0.1910
H: 1.4730 -2.1025 -0.4259  0.1960
H: -0.6090 -0.7879 1.5655  0.1299
H: -1.8473 2.6319 -1.2217  0.1749
H: -0.0967 2.4750 -1.4202  0.1815
H: -1.1794 1.1526 -1.9980  0.2374
H: -0.2020 1.1122 1.9439  0.2046
H: -0.9871 2.6452 1.2870  0.1902
H: 0.7115 2.2789 0.7306  0.2014
H: -1.9560 0.7824 0.4213  0.1060


2.
Here is the molecule C7H12NP in a non-equilibrium geometry from OMol25. Energies are from ωB97M-V with the def2-TZVPD basis set.

Results
Gap between HOMO and LUMO: 8.93 eV
SMILES string: C#C[C@H]1CCCPN1C
HOMO level: -8.0 eV
Charge: 0
Relative energy (zero: lowest compared OMol25 entry of this formula, charge and spin): 181.9 kJ/mol
LUMO: 0.937 eV
DFT total energy: -669.90195 Ha

Each line ends with the natural charge from an NBO analysis.
Positions of all 21 atoms, in Å:
C: -1.7682 -1.2984 -1.9666  -0.2222
C: -1.2142 -1.0240 -0.9431  -0.0590
C: 1.6557 -1.1313 -0.0023  -0.3942
C: 0.4377 -1.3361 0.8862  -0.3990
C: 1.9719 0.3841 -0.0123  -0.7672
C: -0.7948 -0.5907 0.3985  -0.1229
C: -1.6839 1.7731 0.3263  -0.4096
N: -0.5537 0.8787 0.4444  -0.7241
P: 0.6884 1.4241 -0.6454  0.7743
H: -2.2012 -1.5087 -2.9185  0.2366
H: 2.5347 -1.6407 0.3828  0.2168
H: 1.4898 -1.5027 -1.0071  0.2145
H: 0.2278 -2.3430 0.9438  0.2125
H: 0.5286 -0.9738 1.8708  0.2142
H: 2.1951 0.7247 0.9651  0.2250
H: 3.0300 0.4117 -0.6041  0.2343
H: -1.7136 -0.6820 0.9302  0.2322
H: -1.3971 2.4771 -0.4992  0.1932
H: -2.4039 1.1050 -0.0682  0.1927
H: -2.0569 2.2677 1.1790  0.1984
H: 1.0277 2.5854 0.3399  -0.0466


Q: Which value of DFT total energy does entry 1 give?
A: -802.00002 Ha


Repeat the first record exactly.
Here is a cluster of 2 separate species, C7H12NOS in total in a non-equilibrium geometry from OMol25. Energies are from ωB97M-V with the def2-TZVPD basis set.

Results
Gap between HOMO and LUMO (alpha / beta): 5.18 / 5.18 eV
HOMO level (alpha / beta): -2.0 / -2.0 eV
Charge: -1
LUMO (alpha / beta): 3.200 / 3.199 eV
DFT total energy: -802.00002 Ha

Each line ends with the natural charge from an NBO analysis.
Positions of all 22 atoms, in Å:
C: 2.5121 -0.0100 -0.7001  0.4401
C: -0.6674 -2.6461 -0.0404  -0.5062
C: 0.7409 -2.2989 0.3269  -0.4479
C: -0.2725 -1.1441 0.4546  0.0124
C: -1.0476 1.9042 -1.2401  -0.6155
C: -0.2486 1.9356 1.1127  -0.6432
C: -0.8778 1.1350 0.0145  -0.0240
N: -0.2531 -0.1048 -0.4264  -0.7631
O: 2.6973 0.1836 -1.8790  -0.5331
S: 3.0165 -0.1438 0.7947  -0.1064
H: -1.0812 -2.7377 -0.9967  0.1967
H: -1.0448 -3.4172 0.5049  0.1771
H: 1.2192 -2.8435 1.1918  0.1910
H: 1.4730 -2.1025 -0.4259  0.1960
H: -0.6090 -0.7879 1.5655  0.1299
H: -1.8473 2.6319 -1.2217  0.1749
H: -0.0967 2.4750 -1.4202  0.1815
H: -1.1794 1.1526 -1.9980  0.2374
H: -0.2020 1.1122 1.9439  0.2046
H: -0.9871 2.6452 1.2870  0.1902
H: 0.7115 2.2789 0.7306  0.2014
H: -1.9560 0.7824 0.4213  0.1060


Q: Which of these has the highest charge?
A: C7H12NP


Q: Which of these has the highest DFT total energy?
A: C7H12NP